Run 1
Computed, not measured: a cluster of 3 separate species, C4H8O3 in total, with the ωB97M-V functional and the def2-TZVPD basis.

Last column: natural (NBO) charge in e.
Positions of all 15 atoms, in Å:
1 C 1.259 -0.371 2.484  -0.831
2 C -1.014 -0.292 0.365  0.201
3 O -2.029 -0.121 -0.327  -0.652
4 C 0.324 -0.329 -0.081  -0.051
5 O 0.460 0.574 -2.084  -0.591
6 C -0.378 0.660 -2.978  0.681
7 O -1.647 0.424 -2.852  -0.659
8 H 0.910 0.663 2.418  0.216
9 H 2.335 -0.387 2.657  0.226
10 H 0.722 -0.890 3.279  0.222
11 H -1.153 -0.602 1.428  0.175
12 H -1.827 0.197 -1.877  0.514
13 H 1.086 -0.929 1.553  0.215
14 H 1.063 0.447 0.020  0.199
15 H -0.109 0.955 -4.004  0.133

highest occupied orbital energy: -9.34 eV
LUMO level: -0.01046 hartree
HOMO-LUMO gap: 9.06 eV
multiplicity: 1

---

Run 2
Computed, not measured: a cluster of 2 separate species, C4H8O3 in total, with the ωB97M-V functional and the def2-TZVPD basis.

Last column: natural (NBO) charge in e.
Positions of all 15 atoms, in Å:
1 C -2.624 -0.245 0.067  -0.264
2 O -1.488 0.598 0.279  -0.493
3 C -0.358 0.184 -0.301  0.753
4 O -0.276 -0.841 -0.950  -0.623
5 C 0.778 1.099 -0.027  -0.361
6 C 1.926 0.916 -0.679  -0.266
7 O 2.059 -1.536 1.024  -0.939
8 H -2.423 -1.252 0.439  0.199
9 H -3.443 0.221 0.616  0.198
10 H -2.860 -0.301 -0.999  0.196
11 H 0.644 1.855 0.742  0.228
12 H 1.761 -0.711 1.425  0.463
13 H 2.012 0.128 -1.425  0.220
14 H 2.815 1.504 -0.467  0.209
15 H 1.476 -1.619 0.255  0.479

structure (SMILES): C=CC(=O)OC.O
highest occupied orbital energy: -10.55 eV
LUMO level: 0.01310 hartree
HOMO-LUMO gap: 10.91 eV
multiplicity: 1

---

Most stable of them? run 2.